Entry 1:
ORCA calculation (ωB97M-V with the def2-TZVPD basis set) on 13 unconnected molecules or ions with the total composition H26O13 at a distorted geometry.

Computed properties:
Spin multiplicity = 1
Charge = 0
Gap between HOMO and LUMO = 0.3246 Eh
Relative energy (zero: lowest compared OMol25 entry of this formula, charge and spin) = 126.5 kcal per mole
HOMO = -9.4 eV
E = -27036.463 eV
Molecular weight = 234.19 g mol⁻¹

XYZ file:
```
39
Properties=species:S:1:pos:R:3:mulliken_charge:R:1
H -0.44575 -0.13816 0.03717 0.19
H 0.80358 -0.15903 0.94648 0.41
H -3.67451 0.85034 0.57303 0.26
H -2.57547 1.99987 0.73380 0.39
H 0.19723 -2.12333 -4.13568 0.28
H -0.33013 -3.17017 -3.08363 0.40
H -2.80583 1.54954 -1.84055 0.32
H -3.47903 2.86062 -1.64630 0.29
H 3.94939 0.82175 -2.49466 0.29
H 3.19377 0.02554 -1.43089 0.32
H -0.52273 -1.70391 2.72364 0.28
H -0.34433 -2.02891 1.25582 0.25
H 0.51450 -0.91262 4.85559 0.30
H 2.08593 -0.64879 4.50181 0.32
H -4.39492 -0.84347 -2.12507 0.29
H -3.78658 -1.07064 -0.68780 0.33
H -2.58803 -4.64925 -2.39176 0.31
H -2.08421 -3.22890 -2.18453 0.33
H 4.05546 -1.00470 1.07560 0.28
H 3.01456 -1.60043 -0.03364 0.32
H -0.65385 1.71354 -0.73279 0.26
H -0.96083 3.12614 -0.41072 0.25
H 3.13440 2.95162 3.92544 0.31
H 2.47966 2.04334 2.93185 0.30
H 2.09118 1.61038 0.31043 0.32
H 0.90126 2.62845 0.00741 0.23
O 0.43763 0.20577 0.11291 -0.54
O -3.20709 1.44562 1.23586 -0.66
O 0.31453 -2.45393 -3.30128 -0.62
O -2.79906 2.47475 -2.13967 -0.63
O 4.00289 0.09263 -1.96969 -0.60
O 0.07419 -1.57457 2.00302 -0.59
O 1.19485 -0.32790 4.34723 -0.63
O -3.61566 -0.75506 -1.62748 -0.62
O -1.79349 -4.11639 -2.47032 -0.68
O 3.85204 -1.07457 0.14321 -0.62
O -1.40602 2.34619 -0.67565 -0.43
O 3.35862 2.31603 3.22172 -0.61
O 1.81184 2.52259 0.44009 -0.59
```



Entry 2:
ORCA calculation (ωB97M-V with the def2-TZVPD basis set) on C4H7N3O2 in the gas phase at a distorted geometry.

Computed properties:
SMILES = O\N=C/N=C\C=C/NO
Spin multiplicity = 1
Charge = 0
Gap between HOMO and LUMO = 0.3245 Eh
Relative energy (zero: lowest compared OMol25 entry of this formula, charge and spin) = 162.5 kcal per mole
HOMO = -8.8 eV
E = -12820.482 eV
Molecular weight = 129.12 g mol⁻¹

XYZ file:
```
16
Properties=species:S:1:pos:R:3:mulliken_charge:R:1
O -1.90482 -1.08911 0.85920 -0.40
N -2.77000 -0.54802 -0.07337 -0.42
C -2.34677 0.64406 -0.40451 0.15
N -1.40300 1.43475 0.17044 -0.51
C -0.12002 1.26902 0.00536 0.22
C 0.29888 0.05005 -0.59694 -0.19
C 1.52474 -0.63016 -0.75913 -0.42
N 2.84698 -0.32882 -0.22714 -0.24
O 2.82759 0.56704 0.84692 -0.37
H -2.62547 -1.57802 1.64759 0.35
H -2.96453 1.25748 -1.13092 0.27
H 0.41243 2.06123 0.54889 0.47
H -0.58368 -0.61874 -0.98505 0.17
H 1.51261 -1.54140 -1.39129 0.29
H 3.26138 -1.26465 0.09517 0.29
H 2.03368 0.31530 1.39481 0.33
```